C48H43BrFN9O17P | the ωB97M-V functional and the def2-TZVPD basis

Output
Calculated total energy = -6641.14048 a.u.
E_HOMO = -10.66 eV
E_LUMO = -5.5 eV

The geometry in ORCA input format:
```
! RIJCOSX wB97M-V def2-TZVPD def2/J DEFGRID3
* xyz 1 1
O 1.947 2.576 0.369
P 1.204 1.315 0.297
O 1.686 0.355 -0.923
O 1.581 0.482 1.694
C -0.647 1.576 0.326
C -1.358 1.124 1.482
C -2.762 1.373 1.393
C -3.230 1.984 0.190
C -4.762 2.201 0.080
C -5.501 0.915 -0.431
F -5.240 -0.222 0.330
N -2.538 2.402 -0.869
N -1.265 2.165 -0.695
Br -0.204 2.773 -2.135
H 2.409 0.835 -1.371
H 1.310 -0.452 1.603
H -0.878 0.665 2.354
H -3.472 1.115 2.189
H -5.116 2.372 1.124
H -5.026 3.118 -0.477
H -5.293 0.786 -1.511
H -6.593 1.106 -0.339
C -7.453 6.815 3.657
C -6.464 5.841 3.680
C -6.706 4.592 3.128
C -7.941 4.334 2.552
C -8.938 5.297 2.530
C -8.690 6.542 3.086
N -8.196 3.023 1.945
O -7.305 2.184 1.993
O -9.273 2.842 1.423
H -7.260 7.791 4.084
H -5.502 6.056 4.128
H -5.930 3.839 3.152
H -9.903 5.093 2.085
H -9.460 7.303 3.073
C -4.775 -1.719 -2.676
C -3.929 -2.808 -2.846
C -3.433 -3.110 -4.106
C -3.789 -2.312 -5.183
C -4.638 -1.229 -5.025
C -5.133 -0.934 -3.765
N -3.245 -2.613 -6.514
O -2.517 -3.581 -6.621
O -3.552 -1.874 -7.430
H -5.156 -1.483 -1.690
H -3.654 -3.419 -1.996
H -2.775 -3.959 -4.232
H -4.919 -0.609 -5.866
H -5.796 -0.087 -3.631
C 5.537 -0.704 1.439
C 4.908 0.108 2.375
C 5.423 0.211 3.659
C 6.565 -0.501 3.990
C 7.195 -1.319 3.066
C 6.676 -1.420 1.784
N 7.125 -0.374 5.341
O 6.538 0.336 6.133
O 8.148 -0.987 5.588
H 5.138 -0.778 0.433
H 4.018 0.657 2.101
H 4.929 0.845 4.383
H 8.084 -1.877 3.327
H 7.161 -2.054 1.053
C -3.045 2.163 -11.463
C -2.688 3.297 -10.747
C -3.067 3.427 -9.420
C -3.799 2.413 -8.822
C -4.168 1.278 -9.530
C -3.788 1.157 -10.857
N -4.179 2.535 -7.413
O -3.857 3.551 -6.819
O -4.794 1.612 -6.909
H -2.743 2.062 -12.499
H -2.112 4.079 -11.223
H -2.784 4.315 -8.872
H -4.742 0.489 -9.065
H -4.066 0.276 -11.420
C 9.940 -3.726 8.390
C 10.675 -4.852 8.742
C 11.378 -5.553 7.774
C 11.341 -5.114 6.459
C 10.605 -3.996 6.095
C 9.902 -3.300 7.067
N 12.102 -5.838 5.435
O 12.721 -6.826 5.781
O 12.073 -5.407 4.295
H 9.396 -3.176 9.149
H 10.702 -5.182 9.773
H 11.946 -6.426 8.057
H 10.574 -3.657 5.069
H 9.327 -2.425 6.795
C 6.646 -9.560 9.873
C 7.349 -8.860 8.901
C 8.670 -8.502 9.122
C 9.275 -8.855 10.319
C 8.581 -9.546 11.299
C 7.259 -9.899 11.072
N 10.680 -8.499 10.546
O 11.253 -7.874 9.670
O 11.192 -8.849 11.590
H 5.615 -9.843 9.695
H 6.867 -8.596 7.968
H 9.212 -7.957 8.360
H 9.053 -9.817 12.234
H 6.708 -10.442 11.829
C -7.994 7.696 -8.231
C -7.184 6.609 -7.929
C -6.491 5.959 -8.938
C -6.613 6.410 -10.243
C -7.423 7.489 -10.558
C -8.117 8.133 -9.544
N -5.861 5.739 -11.310
O -5.173 4.782 -11.000
O -5.963 6.178 -12.438
H -8.531 8.206 -7.440
H -7.092 6.270 -6.905
H -5.862 5.112 -8.695
H -7.521 7.837 -11.577
H -8.751 8.979 -9.776
*
```

=====

C24H25N2O3Ru | the ωB97M-V functional and the def2-TZVPD basis

Output
Calculated total energy = -1359.70903 a.u.
ΔE to the lowest compared entry with this formula, charge and spin = 4.86 kJ/mol
E_HOMO (spin up / spin down) = -7.31 / -7.74 eV
E_LUMO (spin up / spin down) = 0.2 / -0.2 eV

The geometry in ORCA input format:
```
! RIJCOSX wB97M-V def2-TZVPD def2/J DEFGRID3
* xyz 0 2
Ru 0.690 -0.286 0.354
C 0.868 1.420 1.736
C 0.791 1.862 0.381
C 1.936 1.331 -0.306
C 2.697 0.571 0.637
C 2.030 0.599 1.895
C 2.467 -0.030 3.179
C 3.967 -0.134 0.303
C 2.334 1.638 -1.720
C -0.243 2.747 -0.239
C -0.065 1.749 2.850
H 2.865 0.721 3.866
H 3.243 -0.774 3.010
H 1.633 -0.525 3.677
H 4.781 0.589 0.207
H 3.874 -0.677 -0.637
H 4.241 -0.855 1.070
H 1.846 0.980 -2.441
H 3.410 1.526 -1.851
H 2.070 2.664 -1.977
H 0.147 3.754 -0.402
H -1.127 2.829 0.392
H -0.563 2.350 -1.203
H 0.474 2.317 3.612
H -0.460 0.845 3.310
H -0.911 2.344 2.511
O -4.477 0.411 -1.171
C -4.560 0.399 0.171
C -5.799 0.701 0.739
C -5.961 0.705 2.109
C -4.890 0.407 2.950
C -3.664 0.111 2.392
C -3.472 0.102 1.008
C -2.125 -0.215 0.481
O -1.167 -0.441 1.328
N -1.959 -0.238 -0.837
N -0.650 -0.622 -1.140
C -0.456 -1.178 -2.274
C 0.779 -1.857 -2.624
C 0.943 -2.289 -3.949
C 2.010 -3.070 -4.329
C 2.929 -3.470 -3.351
C 2.784 -3.078 -2.039
C 1.719 -2.248 -1.631
O 1.677 -1.884 -0.368
H -3.555 0.157 -1.410
H -6.619 0.927 0.071
H -6.931 0.940 2.528
H -5.018 0.405 4.024
H -2.817 -0.130 3.020
H -1.287 -1.223 -2.974
H 0.196 -1.998 -4.679
H 2.128 -3.387 -5.355
H 3.764 -4.101 -3.627
H 3.484 -3.392 -1.276
*
```

=====

C3H9N3O | the ωB97M-V functional and the def2-TZVPD basis

Output
Calculated total energy = -359.01045 a.u.
ΔE to the lowest compared entry with this formula, charge and spin = 614.33 kJ/mol
E_HOMO (spin up / spin down) = -8.29 / -8.28 eV
E_LUMO (spin up / spin down) = -0.5 / -0.6 eV

The geometry in ORCA input format:
```
! RIJCOSX wB97M-V def2-TZVPD def2/J DEFGRID3
* xyz 0 1
C 1.685 0.933 -1.225
C 0.593 -1.133 -0.712
O 1.963 1.439 -0.118
H 0.703 1.423 0.879
H 2.450 0.364 -1.765
H 0.831 1.296 -1.808
H -0.132 -1.389 -1.478
H 1.604 -1.388 -1.012
H 0.477 -1.736 0.187
C -1.878 -0.457 0.465
N -0.720 0.274 0.196
N -0.180 0.935 1.197
N -2.721 -0.285 1.399
H -0.109 0.427 2.084
H -2.487 0.503 2.004
H -2.080 -1.206 -0.295
*
```

=====

CH5OS | the ωB97M-V functional and the def2-TZVPD basis

Output
Calculated total energy = -514.45893 a.u.
ΔE to the lowest compared entry with this formula, charge and spin = 33.18 kJ/mol
E_HOMO (spin up / spin down) = -9.83 / -9.43 eV
E_LUMO (spin up / spin down) = 0.8 / -2.4 eV

The geometry in ORCA input format:
```
! RIJCOSX wB97M-V def2-TZVPD def2/J DEFGRID3
* xyz 0 2
O 0.137 -1.933 -1.824
H 0.102 -1.006 -2.091
C 0.115 1.005 1.057
S -0.655 1.113 -0.574
H 0.268 -0.049 1.358
H 1.048 1.506 1.262
H -0.686 1.159 1.790
H -0.327 -1.795 -0.979
*
```

=====

C3H3N3 | the ωB97M-V functional and the def2-TZVPD basis

Output
Calculated total energy = -280.15381 a.u.
ΔE to the lowest compared entry with this formula, charge and spin = 595.91 kJ/mol
E_HOMO (spin up / spin down) = -8.82 / -8.82 eV
E_LUMO (spin up / spin down) = -1.2 / -1.2 eV

The geometry in ORCA input format:
```
! RIJCOSX wB97M-V def2-TZVPD def2/J DEFGRID3
* xyz 0 1
C -0.600 -0.232 -1.313
C 0.757 -1.773 -2.686
C -0.076 0.048 -0.010
N -0.286 -1.745 -3.241
N -1.496 -1.174 -3.183
N -1.461 -0.524 -2.088
H -0.328 -0.727 0.719
H 1.008 0.125 -0.097
H -0.454 1.013 0.327
*
```

=====

C3H3N3O | the ωB97M-V functional and the def2-TZVPD basis

Output
Calculated total energy = -355.54959 a.u.
ΔE to the lowest compared entry with this formula, charge and spin = 237.07 kJ/mol
E_HOMO = -9.43 eV
E_LUMO = -0.7 eV

The geometry in ORCA input format:
```
! RIJCOSX wB97M-V def2-TZVPD def2/J DEFGRID3
* xyz 0 1
C 0.610 0.677 0.877
C -0.605 0.174 1.198
C 0.925 -0.163 -1.229
N 1.321 0.598 -0.270
N -1.392 -0.599 0.323
N -0.818 -0.722 -0.802
O 1.117 -0.509 -2.323
H 1.090 1.261 1.677
H -1.015 0.492 2.201
H -1.233 -1.210 -1.653
*
```

=====

C18H40N5P3ReSe | the ωB97M-V functional and the def2-TZVPD basis

Output
Calculated total energy = -4485.61215 a.u.
ΔE to the lowest compared entry with this formula, charge and spin = 78.86 kJ/mol
E_HOMO (spin up / spin down) = -20.77 / -20.66 eV
E_LUMO (spin up / spin down) = -13.7 / -14.8 eV

The geometry in ORCA input format:
```
! RIJCOSX wB97M-V def2-TZVPD def2/J DEFGRID3
* xyz 4 4
Re 0.791 -0.046 -0.179
P 1.630 1.395 1.354
P -1.373 0.114 0.440
P 0.603 1.365 -1.921
H 4.898 -1.292 -0.279
C 4.259 -0.502 -0.725
C 2.872 -0.479 -0.570
H 2.124 -1.387 -0.646
C 1.936 0.422 2.886
C 0.709 2.843 1.894
C 3.305 1.888 0.810
C -2.826 -0.893 0.014
C -1.802 -0.119 2.229
C -2.258 1.718 0.286
C 2.061 1.178 -3.087
C 0.770 3.170 -1.518
C -0.689 1.444 -3.200
H 4.872 0.194 -1.319
H 2.349 0.567 -0.707
H 2.757 -0.282 2.707
H 1.036 -0.113 3.230
H 2.227 1.175 3.621
H -0.274 2.552 2.269
H 0.609 3.576 1.092
H 1.272 3.288 2.715
H 3.961 1.013 0.770
H 3.637 2.589 1.556
H 3.331 2.369 -0.168
H -3.658 -0.378 0.521
H -2.745 -1.910 0.408
H -2.990 -0.911 -1.062
H -2.880 0.098 2.248
H -1.276 0.563 2.907
H -1.636 -1.173 2.482
H -3.243 1.492 0.718
H -2.366 2.010 -0.764
H -1.775 2.504 0.875
H 1.936 1.935 -3.884
H 2.042 0.129 -3.453
H 3.009 1.387 -2.563
H 0.894 3.700 -2.480
H 1.642 3.364 -0.870
H -0.171 3.483 -1.028
H -0.493 2.358 -3.781
H -1.675 1.489 -2.719
H -0.601 0.562 -3.858
C 0.687 -3.064 -4.159
C 2.059 -3.415 -4.184
C 2.764 -3.277 -5.397
C 2.124 -2.777 -6.546
C 0.813 -2.308 -6.446
C 0.169 -2.280 -5.217
Se -0.493 -3.609 -2.781
H 0.436 -2.979 -1.848
H 2.505 -3.738 -3.227
H 3.820 -3.558 -5.408
H 2.663 -2.669 -7.503
H 0.290 -1.926 -7.328
H -0.734 -1.694 -5.092
N -0.787 -4.717 2.318
N 0.083 -3.664 2.031
N 1.444 -3.616 2.249
C 1.753 -2.510 1.554
N 0.688 -1.890 1.010
N -0.395 -2.646 1.291
H -1.728 -4.403 2.581
H -0.377 -5.419 2.931
H 2.756 -2.205 1.311
*
```

=====

C11H15N | the ωB97M-V functional and the def2-TZVPD basis

Output
Calculated total energy = -482.88028 a.u.
ΔE to the lowest compared entry with this formula, charge and spin = 91.61 kJ/mol
E_HOMO = -7.98 eV
E_LUMO = 1.0 eV

The geometry in ORCA input format:
```
! RIJCOSX wB97M-V def2-TZVPD def2/J DEFGRID3
* xyz 0 1
C 2.329 -0.574 1.553
C 0.890 -0.296 1.303
C 0.068 0.619 1.890
N -1.248 0.395 1.398
C -1.224 -0.653 0.525
C -2.287 -1.279 -0.165
C -1.937 -2.296 -1.029
C -0.664 -2.883 -0.948
C 0.305 -2.424 -0.083
C 0.081 -1.181 0.503
H 2.839 -0.746 0.595
H 2.415 -1.577 1.991
H 2.973 0.135 2.066
H 0.186 1.412 2.606
H -1.843 1.212 1.306
H -3.290 -0.928 0.037
H -2.556 -2.702 -1.818
H -0.463 -3.778 -1.524
H 1.215 -2.994 0.055
C -0.151 3.069 -0.918
C 0.750 2.053 -1.619
H 0.214 4.081 -1.071
H -1.197 2.888 -1.176
H -0.259 3.029 0.177
H 0.155 1.628 -2.429
H 1.172 1.284 -0.982
H 1.528 2.507 -2.243
*
```